Model A:
{
  "formula": "C3H10NO",
  "method": "wB97M-V/def2-TZVPD",
  "symbols": ["C", "N", "H", "H", "H", "H", "C", "O", "C", "H", "H", "H", "H", "H", "H"],
  "xyz": [[0.3556, 1.8313, -0.6420], [-0.0366, 2.7366, -1.3901], [-0.2698, 1.2575, -0.0955], [1.3787, 1.3862, -0.5539], [0.5833, 3.6367, -1.3995], [-1.0972, 2.5118, -1.7139], [0.3545, -1.5965, 0.6987], [0.8314, -0.3688, 1.3221], [-1.0409, -1.6819, 0.3028], [0.5026, -2.5277, 1.2754], [1.0096, -1.7759, -0.2559], [1.5751, -0.4840, 1.9321], [-1.1045, -2.2115, -0.5819], [-1.2559, -0.6309, 0.1616], [-1.7860, -2.0828, 0.9400]],
  "lowdin_charge": [0.09, 0.17, 0.05, 0.15, 0.23, 0.25, -0.32, -0.10, -0.09, 0.12, 0.14, 0.10, 0.07, 0.06, 0.08],
  "homo_lumo_gap_ev": 8.05,
  "multiplicity": 1,
  "total_charge": 1,
  "lumo_ev": -5.8226,
  "homo_energy_ev": -13.9
}

Model B:
{
  "formula": "C3H10NO",
  "method": "wB97M-V/def2-TZVPD",
  "symbols": ["C", "C", "N", "C", "O", "H", "H", "H", "H", "H", "H", "H", "H", "H", "H"],
  "xyz": [[1.2271, -0.7402, 0.8885], [0.0655, -0.3522, 0.0305], [0.3710, -0.0064, -1.3554], [-0.9150, 0.7006, 0.5889], [-1.7081, 0.9038, -0.6253], [0.8480, -0.6162, 1.9848], [1.3231, -1.8249, 0.7986], [2.1126, -0.1462, 0.7553], [-0.6189, -1.3778, -0.0599], [1.4132, 0.2096, -1.5525], [-0.2793, 0.7152, -1.5842], [0.3452, -0.9577, -1.7954], [-1.6172, 0.1761, 1.3229], [-0.4524, 1.5664, 1.0468], [-2.1149, 1.7500, -0.4437]],
  "lowdin_charge": [-0.04, -0.40, 0.19, -0.14, -0.08, 0.14, 0.09, 0.08, 0.21, 0.22, 0.12, 0.20, 0.16, 0.13, 0.11],
  "homo_lumo_gap_ev": 12.24,
  "multiplicity": 1,
  "total_charge": 1,
  "lumo_ev": -3.5338,
  "homo_energy_ev": -15.8
}

Stability, highest: model B

Model A:
{
  "formula": "C3H10NO",
  "method": "wB97M-V/def2-TZVPD",
  "symbols": ["C", "C", "O", "C", "N", "H", "H", "H", "H", "H", "H", "H", "H", "H", "H"],
  "xyz": [[-1.2619, 1.3484, -0.3475], [0.0708, 0.6080, -0.1967], [0.6734, 0.1478, -1.3820], [-0.1232, -0.6162, 0.6995], [1.1189, -1.4886, 0.5530], [-1.2667, 2.3409, 0.0806], [-1.5539, 1.4736, -1.3845], [-2.0938, 0.7813, 0.0951], [0.7156, 1.2716, 0.3896], [0.4403, 0.7144, -2.1241], [-0.9602, -1.2590, 0.4755], [-0.1547, -0.2698, 1.7287], [1.6309, -1.1317, -0.2759], [1.7757, -1.4407, 1.3431], [0.9888, -2.4798, 0.3456]],
  "lowdin_charge": [-0.01, -0.42, -0.02, -0.07, 0.20, 0.09, 0.09, 0.09, 0.15, 0.12, 0.14, 0.14, 0.15, 0.18, 0.17],
  "homo_lumo_gap_ev": 11.65,
  "multiplicity": 1,
  "total_charge": 1,
  "lumo_ev": -3.5729,
  "homo_energy_ev": -15.2
}

Model B:
{
  "formula": "C3H10NO",
  "method": "wB97M-V/def2-TZVPD",
  "symbols": ["C", "C", "C", "N", "H", "H", "H", "H", "H", "H", "H", "H", "H", "H", "O"],
  "xyz": [[-0.6483, -1.9468, -0.7609], [0.0838, -1.0810, 0.3371], [0.1238, 0.7932, -1.1744], [0.1203, 0.3667, -0.0043], [-0.2350, -1.9327, -1.7846], [-1.7284, -1.7918, -0.8273], [-0.5638, -2.9649, -0.3649], [1.1485, -1.4947, 0.3828], [-0.4640, -1.2594, 1.2528], [0.3325, 0.0599, -1.9452], [0.0840, 1.8127, -1.4819], [0.3177, 1.1632, 0.5790], [0.5256, 3.3611, 1.4097], [0.1467, 2.4330, 2.5835], [0.7565, 2.4815, 1.7986]],
  "lowdin_charge": [-0.07, -0.13, 0.16, 0.06, 0.08, 0.09, 0.09, 0.16, 0.12, 0.12, 0.13, 0.09, 0.09, 0.10, -0.07],
  "homo_lumo_gap_ev": 11.59,
  "multiplicity": 1,
  "total_charge": 1,
  "lumo_ev": -4.7325,
  "homo_energy_ev": -16.3
}

Stability, highest: model A

Model A:
{
  "formula": "C3H10NO",
  "method": "wB97M-V/def2-TZVPD",
  "symbols": ["N", "H", "H", "H", "H", "C", "C", "O", "C", "H", "H", "H", "H", "H", "H"],
  "xyz": [[1.4277, -1.4708, -0.3436], [0.5155, -1.9022, -0.6607], [1.7752, -1.8970, 0.5146], [2.1374, -1.5453, -1.0680], [1.1732, -0.4623, -0.1315], [0.4645, 1.3877, -0.3577], [-0.5948, 0.6009, -0.0638], [-1.0608, -0.3350, -1.0334], [-1.3100, 0.5585, 1.2264], [0.8750, 2.0902, 0.3375], [0.8814, 1.3338, -1.3886], [-1.7366, 0.1001, -1.6203], [-0.8404, 1.2184, 1.9390], [-2.3498, 0.7939, 1.0154], [-1.3574, -0.4708, 1.6347]],
  "lowdin_charge": [0.29, 0.16, 0.15, 0.15, 0.08, 0.06, -0.46, -0.04, -0.02, 0.08, 0.10, 0.15, 0.09, 0.10, 0.10],
  "homo_lumo_gap_ev": 10.49,
  "multiplicity": 1,
  "total_charge": 1,
  "lumo_ev": -3.6808,
  "homo_energy_ev": -14.2
}

Model B:
{
  "formula": "C3H10NO",
  "method": "wB97M-V/def2-TZVPD",
  "symbols": ["C", "C", "C", "N", "H", "H", "H", "H", "H", "H", "H", "H", "H", "H", "O"],
  "xyz": [[0.1666, -1.7054, -1.6533], [0.6440, -1.3441, -0.1679], [-1.3445, -0.0111, 0.7378], [-0.1032, -0.1058, 0.2998], [-0.9933, -1.9972, -1.5702], [0.4009, -0.7347, -2.2665], [0.7166, -2.5984, -2.0975], [0.4817, -2.1104, 0.6096], [1.7467, -1.1434, -0.3760], [-1.8171, 0.9579, 0.8234], [-2.0475, -0.8732, 0.5126], [0.3349, 0.7390, 0.6718], [0.0820, 3.4394, 0.5370], [1.1846, 2.8231, 1.4088], [0.4796, 2.5753, 0.7687]],
  "lowdin_charge": [-0.09, -0.17, 0.18, 0.03, 0.11, 0.11, 0.09, 0.13, 0.14, 0.11, 0.14, 0.10, 0.09, 0.09, -0.06],
  "homo_lumo_gap_ev": 11.06,
  "multiplicity": 1,
  "total_charge": 1,
  "lumo_ev": -5.2465,
  "homo_energy_ev": -16.3
}

Stability, highest: model A

Model A:
{
  "formula": "C3H10NO",
  "method": "wB97M-V/def2-TZVPD",
  "symbols": ["C", "N", "H", "H", "H", "H", "C", "O", "C", "H", "H", "H", "H", "H", "H"],
  "xyz": [[-0.0428, 1.5849, 1.2179], [1.0690, 1.1746, 1.6591], [-0.8292, 0.9719, 0.7666], [-0.1594, 2.6650, 1.0726], [1.7653, 1.6941, 2.1942], [1.1940, 0.1644, 1.7559], [-0.5262, -1.3416, -0.4764], [0.6501, -1.2852, 0.3371], [-0.6296, -0.3395, -1.6490], [-0.6525, -2.3125, -1.0488], [-1.3335, -1.1917, 0.2489], [1.3032, -1.5737, -0.3162], [0.1798, 0.4281, -1.6055], [-0.4202, -0.8445, -2.5651], [-1.5681, 0.2057, -1.5913]],
  "lowdin_charge": [0.16, 0.21, 0.11, 0.14, 0.17, 0.13, -0.30, -0.10, -0.08, 0.14, 0.11, 0.11, 0.08, 0.07, 0.08],
  "homo_lumo_gap_ev": 9.02,
  "multiplicity": 1,
  "total_charge": 1,
  "lumo_ev": -5.5196,
  "homo_energy_ev": -14.5
}

Model B:
{
  "formula": "C3H10NO",
  "method": "wB97M-V/def2-TZVPD",
  "symbols": ["C", "C", "C", "N", "H", "H", "H", "H", "H", "H", "H", "H", "H", "H", "O"],
  "xyz": [[-0.8578, 1.1431, 0.0550], [-1.4701, -0.1929, -0.1590], [-2.4736, -0.4087, -1.0856], [-0.9767, -1.2308, 0.6096], [-0.6641, 1.3214, 1.1320], [-1.4047, 1.9362, -0.4961], [0.1372, 1.0958, -0.5452], [-3.0238, -1.3409, -1.1175], [-2.8073, 0.4030, -1.7449], [0.0500, -1.1888, 0.6416], [-1.3219, -2.0651, 0.1488], [1.3234, 0.4863, 0.1240], [4.5674, 1.2227, -0.0253], [3.4640, 0.5524, 0.6623], [4.4038, 0.4194, 0.4869]],
  "lowdin_charge": [-0.03, -0.43, 0.23, 0.16, 0.12, 0.13, 0.09, 0.10, 0.11, 0.09, 0.12, 0.34, 0.05, -0.02, -0.05],
  "homo_lumo_gap_ev": 5.28,
  "multiplicity": 1,
  "total_charge": 1,
  "lumo_ev": -8.9229,
  "homo_energy_ev": -14.2
}

Stability, highest: model A

Model A:
{
  "formula": "C3H10NO",
  "method": "wB97M-V/def2-TZVPD",
  "symbols": ["C", "C", "C", "O", "N", "H", "H", "H", "H", "H", "H", "H", "H", "H", "H"],
  "xyz": [[-2.5066, 0.5612, 0.9044], [3.1449, 0.8551, -1.1675], [2.1827, -0.0245, -1.3890], [0.0861, -0.9640, 0.5261], [-2.3505, -0.8512, 0.5672], [-3.5066, 0.9052, 1.1329], [-2.1517, 1.0212, -0.0304], [3.3083, 1.1867, -0.1465], [3.7734, 1.2636, -1.9505], [1.4757, -0.4038, -0.6371], [2.0409, -0.4617, -2.3829], [0.4672, -1.4019, 1.3113], [-1.7678, 0.9109, 1.6351], [-1.2850, -1.0455, 0.5642], [-2.9110, -1.5513, 1.0626]],
  "lowdin_charge": [-0.04, 0.01, -0.01, -0.03, 0.22, 0.11, 0.13, 0.07, 0.08, 0.02, 0.08, 0.08, 0.13, 0.00, 0.15],
  "homo_lumo_gap_ev": 3.66,
  "multiplicity": 1,
  "total_charge": 1,
  "lumo_ev": -10.0769,
  "homo_energy_ev": -13.7
}

Model B:
{
  "formula": "C3H10NO",
  "method": "wB97M-V/def2-TZVPD",
  "symbols": ["C", "N", "H", "H", "H", "H", "H", "H", "O", "C", "C", "H", "H", "H", "H"],
  "xyz": [[1.9599, -2.0042, 0.5724], [0.4581, -1.7809, 0.3847], [2.3977, -1.0413, 0.7890], [2.0627, -2.7316, 1.3712], [2.3271, -2.5023, -0.3103], [0.1529, -2.0175, -0.5517], [0.2124, -0.7907, 0.4990], [-0.0808, -2.3547, 1.0396], [-0.8403, 0.4256, -0.5429], [-0.7149, 1.6329, -0.6086], [-1.8207, 2.6162, -0.4035], [0.2303, 2.0338, -1.0201], [-2.3519, 2.6245, -1.3592], [-1.4611, 3.6204, -0.2038], [-2.5314, 2.2698, 0.3443]],
  "lowdin_charge": [0.02, 0.14, 0.10, 0.10, 0.10, 0.15, 0.11, 0.17, -0.01, -0.26, -0.03, 0.13, 0.10, 0.09, 0.09],
  "homo_lumo_gap_ev": 10.74,
  "multiplicity": 1,
  "total_charge": 1,
  "lumo_ev": -3.3794,
  "homo_energy_ev": -14.1
}

Stability, highest: model B

Model A:
{
  "formula": "C3H10NO",
  "method": "wB97M-V/def2-TZVPD",
  "symbols": ["C", "O", "H", "H", "H", "H", "C", "C", "N", "H", "H", "H", "H", "H", "H"],
  "xyz": [[1.3118, 0.7727, 2.3420], [1.1256, -0.2784, 1.3865], [0.8660, 0.4936, 3.2955], [2.3632, 0.9884, 2.4739], [0.8207, 1.6692, 1.9648], [1.9347, -0.7969, 1.3987], [-1.3238, -1.0800, -2.1516], [-0.4998, 0.7623, -0.8056], [-0.8069, -0.4617, -0.9122], [-2.0477, -0.4128, -2.6041], [-1.7901, -2.0301, -1.9174], [-0.4974, -1.1585, -2.8505], [-0.1793, 1.1759, 0.1398], [-0.5277, 1.3542, -1.7097], [-0.7492, -0.9979, -0.0502]],
  "lowdin_charge": [-0.12, -0.15, 0.09, 0.09, 0.07, 0.09, 0.02, 0.18, 0.02, 0.10, 0.11, 0.11, 0.09, 0.13, 0.16],
  "homo_lumo_gap_ev": 9.66,
  "multiplicity": 1,
  "total_charge": 1,
  "lumo_ev": -4.9105,
  "homo_energy_ev": -14.6
}

Model B:
{
  "formula": "C3H10NO",
  "method": "wB97M-V/def2-TZVPD",
  "symbols": ["C", "O", "C", "C", "N", "H", "H", "H", "H", "H", "H", "H", "H", "H", "H"],
  "xyz": [[-0.5119, 1.1622, -0.5511], [0.0891, -0.1591, 0.1297], [-1.8194, 1.0621, 0.0326], [-2.9119, -0.0498, -0.3131], [4.2565, -1.5525, 0.5008], [0.2158, 1.8653, -0.2181], [-0.4976, 1.1720, -1.6119], [-0.1808, -0.0013, 1.0678], [-2.0238, 1.7449, 0.8726], [-3.8243, 0.2490, 0.1622], [-2.5722, -0.9960, 0.0967], [-3.0816, -0.1482, -1.4101], [5.2023, -1.3399, 1.0130], [3.9221, -0.9813, -0.2173], [3.7903, -2.4718, 0.6918]],
  "lowdin_charge": [-0.08, 0.02, 0.18, 0.03, -0.03, 0.13, 0.14, 0.11, 0.16, 0.08, 0.11, 0.12, 0.07, -0.05, 0.02],
  "homo_lumo_gap_ev": 3.53,
  "multiplicity": 1,
  "total_charge": 1,
  "lumo_ev": -7.9251,
  "homo_energy_ev": -11.5
}

Stability, highest: model A

Model A:
{
  "formula": "C4H9N2O2",
  "method": "wB97M-V/def2-TZVPD",
  "symbols": ["O", "C", "N", "C", "C", "N", "C", "O", "H", "H", "H", "H", "H", "H", "H", "H", "H"],
  "xyz": [[-0.7101, -2.9752, 2.6150], [-0.1349, -2.3915, 1.6953], [-0.7921, -1.5897, 0.8391], [-0.1499, -0.7867, -0.2037], [0.4951, 0.4906, 0.3896], [-0.2849, 1.6079, -0.1405], [0.1542, 1.9113, -1.6835], [1.2053, 1.1971, -2.0506], [0.9148, -2.5210, 1.4425], [-1.7425, -1.4058, 1.1582], [0.5474, -1.3572, -0.8205], [-1.0463, -0.5002, -0.7534], [1.4711, 0.5256, -0.1439], [0.6475, 0.6566, 1.4497], [-0.1441, 2.5540, 0.1839], [0.3438, 3.0148, -1.7301], [-0.7743, 1.5693, -2.2470]],
  "lowdin_charge": [-0.05, -0.39, 0.01, -0.17, -0.28, -0.11, -0.50, -0.34, 0.13, 0.14, 0.11, 0.11, 0.08, 0.10, 0.04, 0.07, 0.07],
  "homo_lumo_gap_ev": 6.72,
  "multiplicity": 1,
  "total_charge": -1,
  "lumo_ev": 3.7997,
  "homo_energy_ev": -2.9
}

Model B:
{
  "formula": "C4H9N2O2",
  "method": "wB97M-V/def2-TZVPD",
  "symbols": ["N", "C", "C", "C", "N", "C", "O", "O", "H", "H", "H", "H", "H", "H", "H", "H", "H"],
  "xyz": [[2.1750, 0.1918, -0.1429], [1.7956, 1.5675, 0.3694], [0.4580, 1.4771, 1.0535], [-0.7879, 1.1045, 0.1489], [-0.7977, 0.0269, -0.8685], [-0.9736, -1.2910, -0.2983], [-0.2649, -1.4836, 0.7035], [-1.8002, -2.0342, -0.8850], [2.1811, 0.2641, -1.1671], [1.4393, -0.5170, -0.0010], [2.0175, 2.3295, -0.3859], [2.6272, 1.7796, 1.1394], [0.3498, 2.4045, 1.6054], [0.4138, 0.5732, 1.6810], [-1.6185, 0.9903, 0.8949], [-0.9820, 2.1144, -0.2316], [-1.3525, 0.2372, -1.6738]],
  "lowdin_charge": [-0.03, -0.30, -0.23, -0.22, 0.01, -0.80, -0.07, -0.09, 0.04, 0.02, 0.09, 0.10, 0.09, 0.09, 0.11, 0.09, 0.09],
  "homo_lumo_gap_ev": 8.14,
  "multiplicity": 1,
  "total_charge": -1,
  "lumo_ev": 3.9495,
  "homo_energy_ev": -4.2
}

Model C:
{
  "formula": "C4H9N2O2",
  "method": "wB97M-V/def2-TZVPD",
  "symbols": ["N", "C", "C", "N", "C", "C", "O", "O", "H", "H", "H", "H", "H", "H", "H", "H", "H"],
  "xyz": [[-1.0275, 1.9875, 1.2056], [-0.1584, 1.0402, 0.5029], [-0.6348, 0.0217, -0.3317], [-0.0471, -0.9957, -0.9811], [1.5012, -0.9197, -1.0081], [2.0988, -2.3503, -0.7361], [3.3794, -2.1982, -0.2318], [-3.7154, 2.1995, 0.8036], [-4.4100, 2.2841, 1.5030], [-1.9091, 1.8102, 0.8522], [-1.1399, 1.7621, 2.2041], [0.8633, 1.5077, 0.5577], [-1.6817, 0.2089, -0.6472], [1.7972, -0.1755, -1.8560], [1.7706, -0.3587, -0.1659], [1.3310, -2.7694, -0.0279], [1.9825, -3.0546, -1.6433]],
  "lowdin_charge": [0.10, -0.01, -0.17, 0.11, -0.21, -0.47, -0.31, -0.58, -0.15, -0.06, 0.12, 0.13, 0.12, 0.15, 0.04, 0.08, 0.10],
  "homo_lumo_gap_ev": 3.87,
  "multiplicity": 1,
  "total_charge": -1,
  "lumo_ev": -0.1126,
  "homo_energy_ev": -4.0
}

Stability, highest: model B

Model A:
{
  "formula": "C4H9N2O2",
  "method": "wB97M-V/def2-TZVPD",
  "symbols": ["C", "N", "C", "O", "C", "N", "C", "O", "H", "H", "H", "H", "H", "H", "H", "H", "H"],
  "xyz": [[-1.3380, 0.7169, -0.9196], [-1.7097, -0.5512, -0.3745], [-0.7751, -1.4058, 0.0667], [-1.1015, -2.4674, 0.4904], [0.7704, -1.0560, -0.1633], [1.4205, -0.3427, 0.9386], [1.4343, 1.1658, 0.7752], [0.5630, 1.8958, 1.3085], [-0.6949, 0.6663, -1.7649], [-0.7653, 1.4049, -0.1972], [-2.0683, 1.4742, -1.0611], [-2.6280, -0.8434, -0.6128], [1.1995, -2.0903, -0.1460], [0.8499, -0.5486, -1.1126], [0.9310, -0.5709, 1.9248], [1.4867, 1.2973, -0.3585], [2.4255, 1.2553, 1.2063]],
  "lowdin_charge": [-0.13, 0.02, -0.52, 0.02, -0.18, -0.08, -0.66, -0.27, 0.06, 0.08, 0.06, 0.12, 0.10, 0.08, 0.15, 0.09, 0.06],
  "homo_lumo_gap_ev": 6.59,
  "multiplicity": 1,
  "total_charge": -1,
  "lumo_ev": 3.8624,
  "homo_energy_ev": -2.7
}

Model B:
{
  "formula": "C4H9N2O2",
  "method": "wB97M-V/def2-TZVPD",
  "symbols": ["C", "C", "C", "N", "N", "C", "O", "O", "H", "H", "H", "H", "H", "H", "H", "H", "H"],
  "xyz": [[-0.3765, -0.5265, 0.7516], [0.6563, -0.1082, -0.3365], [1.0667, 1.2718, -0.1502], [1.9129, 1.0141, 0.9533], [-1.7685, -0.1027, 0.4094], [-2.4198, -0.8430, -0.8249], [-1.7670, -1.8477, -0.9539], [-3.3537, -0.3575, -1.4368], [-0.1813, -1.6166, 0.7050], [-0.1517, -0.4141, 1.7743], [1.6045, -0.7497, -0.1013], [0.2861, -0.6088, -1.2560], [1.5765, 1.6385, -0.9743], [0.2674, 1.9679, 0.1043], [2.1905, -1.3614, -0.3037], [2.3808, 1.7756, 1.3131], [-1.9232, 0.8685, 0.3265]],
  "lowdin_charge": [-0.24, -0.23, -0.38, -0.07, 0.04, -0.80, -0.06, -0.04, 0.11, 0.08, 0.00, 0.12, 0.08, 0.14, 0.26, -0.07, 0.05],
  "homo_lumo_gap_ev": 5.21,
  "multiplicity": 1,
  "total_charge": -1,
  "lumo_ev": 1.6075,
  "homo_energy_ev": -3.6
}

Model C:
{
  "formula": "C4H9N2O2",
  "method": "wB97M-V/def2-TZVPD",
  "symbols": ["O", "C", "N", "C", "C", "N", "C", "O", "H", "H", "H", "H", "H", "H", "H", "H", "H"],
  "xyz": [[-1.4514, -3.0168, 2.5181], [-0.9767, -2.6076, 1.4666], [-0.4933, -1.3812, 1.2529], [0.1737, -0.9597, 0.0406], [-0.2649, 0.4177, -0.4067], [0.6938, 1.0440, -1.3007], [0.6727, 2.5513, -1.0649], [0.9986, 2.9245, 0.1480], [-0.8509, -3.2726, 0.5822], [-0.5714, -0.7318, 2.0219], [-0.0735, -1.6608, -0.7535], [1.2470, -1.0052, 0.1831], [-0.4580, 1.0476, 0.4868], [-1.2343, 0.2827, -0.9079], [1.6189, 0.7204, -1.0360], [-0.3955, 2.7484, -1.3531], [1.3651, 2.8992, -1.8777]],
  "lowdin_charge": [-0.03, -0.40, 0.03, -0.21, -0.29, -0.09, -0.60, -0.33, 0.13, 0.15, 0.11, 0.11, 0.11, 0.10, 0.07, 0.08, 0.07],
  "homo_lumo_gap_ev": 6.36,
  "multiplicity": 1,
  "total_charge": -1,
  "lumo_ev": 3.5554,
  "homo_energy_ev": -2.8
}

Stability, highest: model C